# 1
C26H32N7PSSiTl | the ωB97M-V functional and the def2-TZVPD basis

As for the total charge: +1. The energy relative to the best compared isomer or geometry (same formula, charge and spin) comes out at 0.0000 eV. The LUMO energy is -3.0316 eV. As for the total energy: -2594.58203 Eh.

Positions of all 69 atoms, in Å:
1 H -1.509 -0.055 -2.399
2 C -0.480 -0.176 -2.723
3 N -2.431 -4.545 0.118
4 H 2.285 4.329 -2.213
5 C 0.100 -3.202 -0.710
6 C -2.047 -4.972 1.468
7 H 4.758 -0.292 -0.374
8 C -0.604 -3.109 1.993
9 C 0.415 4.795 -3.160
10 N -0.697 -4.558 1.846
11 H 1.252 -4.710 1.101
12 H 1.260 3.046 -0.395
13 C -0.963 4.652 -3.114
14 H -0.127 -2.947 -1.748
15 C 0.621 3.497 -1.150
16 C 4.167 -0.370 -1.279
17 H -3.887 4.515 4.182
18 N 2.238 -0.102 0.223
19 H 1.466 -0.610 -5.432
20 H -3.785 3.346 2.024
21 H -1.478 -6.138 -0.805
22 H -3.378 -2.765 0.707
23 C -1.629 3.291 1.955
24 H -1.295 -2.770 2.768
25 C -2.600 -3.103 0.021
26 C -0.165 -0.346 -4.060
27 N 3.466 -0.079 3.474
28 N 0.445 -0.149 -1.769
29 H -2.094 -6.061 1.498
30 H 0.397 -2.822 2.313
31 H 4.369 -1.334 -1.751
32 H 4.475 0.410 -1.978
33 H 0.873 5.359 -3.962
34 C -1.756 4.619 4.406
35 N -0.070 -4.637 -0.522
36 H -2.916 -2.841 -0.992
37 C 0.248 -5.053 0.846
38 H 3.147 -0.061 4.424
39 C 2.589 -0.070 2.454
40 C 1.733 -0.268 -2.084
41 H -1.699 -4.715 -1.836
42 C 2.135 -0.439 -3.404
43 S 0.915 -0.024 2.919
44 H -2.920 1.946 -0.066
45 H -1.803 5.132 5.357
46 Si -1.580 2.441 0.317
47 H -2.630 3.831 -2.056
48 C -2.863 3.611 2.529
49 C 1.172 -0.480 -4.399
50 Tl -0.110 0.414 0.619
51 H 0.236 -6.144 0.875
52 H -2.762 -4.575 2.189
53 P -1.008 -2.222 0.411
54 C -2.927 4.272 3.748
55 C -0.768 3.348 -1.081
56 H 4.450 -0.105 3.267
57 C 1.209 4.217 -2.177
58 C -1.439 -5.048 -0.830
59 H 0.391 4.578 4.363
60 H -0.945 -0.366 -4.807
61 C -1.550 3.934 -2.079
62 C 2.712 -0.233 -0.963
63 H 3.182 -0.536 -3.651
64 N 3.123 -0.100 1.253
65 C -0.522 4.308 3.848
66 H -1.582 5.100 -3.880
67 H 0.513 3.404 2.218
68 C -0.460 3.647 2.632
69 H 1.138 -2.914 -0.521

***

# 2
C26H32NO4PrS2 | the ωB97M-V functional and the def2-TZVPD basis

As for the total charge: 0. The energy relative to the best compared isomer or geometry (same formula, charge and spin) comes out at 1.0816 eV. The LUMO energy (alpha / beta) is 0.0282 / 0.0408 eV. As for the total energy: -2678.97411 Eh. The expectation value of S² is 2.004. As for the spin multiplicity: 3.

Positions of all 66 atoms, in Å:
1 H 1.529 -3.642 -3.170
2 H -2.691 -1.454 -2.775
3 C -0.818 0.841 4.604
4 H -1.939 0.985 0.771
5 C 1.032 -3.086 -1.096
6 C -2.190 3.386 -3.549
7 C -1.476 -1.158 0.358
8 C -0.469 -1.851 -5.658
9 C 0.077 4.206 -4.009
10 C 1.356 0.908 1.435
11 C -1.648 2.788 -4.854
12 O 3.322 -1.660 2.730
13 C -2.323 0.207 -1.296
14 H -2.997 4.079 -3.786
15 H -1.244 -1.076 -5.636
16 H 1.017 1.589 -4.642
17 H -0.154 -0.062 6.468
18 S 3.175 -0.226 2.794
19 C -1.042 4.241 -2.965
20 H -2.315 3.050 -5.714
21 H 1.988 -2.786 -6.410
22 H 2.165 -0.555 5.585
23 N 2.553 0.338 1.345
24 H -0.728 -2.608 -4.913
25 C 1.689 0.192 3.640
26 C 1.709 -2.973 -2.333
27 C -1.793 -1.972 -0.767
28 H -2.720 1.092 -1.790
29 C 2.725 -1.970 -2.207
30 C 1.307 -0.001 -6.173
31 H 2.617 0.661 -4.541
32 H -0.456 -2.333 -6.643
33 H -0.685 3.813 -2.023
34 O 0.895 -0.521 -4.060
35 O -0.305 3.314 -5.093
36 C 1.608 -2.148 -0.193
37 C -2.311 -1.131 -1.802
38 H 3.246 -0.642 -0.465
39 H -2.550 2.628 -2.842
40 C 1.553 0.647 -4.818
41 H -1.120 -1.484 1.334
42 H 2.993 -1.801 -5.324
43 C 0.111 0.194 5.440
44 H 0.265 5.229 -4.398
45 C 2.015 -2.283 -5.439
46 C 1.394 -0.108 4.960
47 H 1.887 -3.058 -4.687
48 S 0.725 1.640 0.033
49 H -1.578 1.666 -4.802
50 H 1.346 -2.027 0.857
51 C 0.901 -1.265 -5.376
52 H -1.799 1.100 4.996
53 H 0.232 -3.803 -0.908
54 H -1.724 -3.059 -0.808
55 H 3.490 -1.716 -2.938
56 H -1.169 1.697 2.632
57 O 4.272 0.578 3.268
58 C -1.853 0.175 0.051
59 C 2.637 -1.440 -0.886
60 H 2.223 -0.119 -6.774
61 Pr 0.332 -0.560 -1.878
62 H 0.494 0.488 -6.722
63 C -0.483 1.166 3.289
64 H 1.023 3.838 -3.558
65 H -1.371 5.268 -2.805
66 C 0.773 0.815 2.785

***

# 3
C26H33B2F16N2O6P | the ωB97M-V functional and the def2-TZVPD basis

As for the total charge: 0. The energy relative to the best compared isomer or geometry (same formula, charge and spin) comes out at 0.5875 eV. The LUMO energy is -0.2376 eV. As for the total energy: -3560.54060 Eh. As for the SMILES: CCB(O)c1c(B(O)N(C)C)cc(P(CC)CC)c2c1C(=O)NC2=O.FC(F)C(F)(F)COC(F)(F)C(F)F.FC(F)C(F)(F)COC(F)(F)C(F)F.

Positions of all 86 atoms, in Å:
1 H 0.249 0.771 3.284
2 H 2.590 5.414 1.638
3 C -0.463 -0.884 2.151
4 B -1.704 -1.025 3.116
5 O 1.055 -3.290 -1.269
6 O 3.865 6.727 -1.244
7 F -7.371 -5.605 -5.153
8 F 3.660 5.469 -4.541
9 H 2.072 0.422 5.062
10 H -2.758 -4.850 -2.331
11 H -0.552 -5.762 0.349
12 H 2.742 1.809 5.839
13 F 6.052 7.224 -1.041
14 C 1.436 -2.245 -0.852
15 P 2.796 1.744 2.054
16 H -2.239 -4.607 1.769
17 H -3.349 -1.160 0.579
18 H -7.423 -7.922 -4.072
19 H -1.635 -0.405 4.999
20 H -5.161 -4.072 -3.035
21 C 1.846 -0.473 0.606
22 H -2.608 0.380 1.114
23 F 5.446 9.704 -0.121
24 C 5.474 6.880 -4.374
25 C -6.375 -6.049 -4.355
26 F -5.178 -6.741 -1.129
27 C 4.149 6.458 -3.736
28 H 3.281 4.240 0.492
29 B -1.142 -2.971 0.704
30 H -0.106 -6.001 2.016
31 C -4.024 -0.540 3.669
32 H 0.766 -4.809 1.051
33 C 3.383 1.561 3.779
34 F 3.271 7.482 -3.779
35 C 1.622 0.383 1.689
36 H 3.845 4.307 2.130
37 O -6.615 -5.561 -3.096
38 C -3.244 -5.805 -2.107
39 F -5.220 -5.587 -4.867
40 C 2.952 4.397 1.514
41 F -4.439 -4.810 -0.406
42 C 0.945 -1.491 0.322
43 C 2.325 1.465 4.896
44 F -5.504 -8.099 -3.561
45 H 1.176 3.259 1.135
46 H 5.122 5.324 -2.135
47 O -1.419 -1.181 4.475
48 H 3.513 9.209 -0.292
49 H -0.940 -3.846 2.682
50 C -3.313 -0.408 1.356
51 N -3.064 -1.040 2.678
52 C 4.805 7.503 -0.619
53 C -5.652 -4.804 -2.393
54 H 2.223 -0.999 -2.212
55 H 4.037 0.697 3.805
56 C 4.194 5.867 -2.318
57 H 1.443 3.695 2.851
58 F 6.057 7.873 -3.673
59 H 3.401 5.122 -2.307
60 N 2.553 -1.530 -1.407
61 F -6.181 -8.002 -5.640
62 C -4.640 -5.574 -1.530
63 O 3.990 0.020 -0.450
64 C -0.210 -1.738 1.059
65 C 2.954 -0.549 -0.427
66 H -3.983 0.545 3.783
67 F 5.228 7.339 -5.622
68 F 4.455 9.359 -2.042
69 H -4.298 0.049 1.374
70 H 1.432 2.038 4.678
71 F -2.497 -6.462 -1.189
72 F -3.283 -6.560 -3.221
73 H -6.243 -4.232 -1.678
74 H 6.159 6.031 -4.441
75 C -0.206 -5.248 1.240
76 C 4.482 8.993 -0.747
77 H -3.899 -1.025 4.628
78 C -1.235 -4.194 1.691
79 H -2.675 -3.429 -0.328
80 O -1.845 -2.960 -0.473
81 C 1.911 3.356 1.927
82 C -6.435 -7.578 -4.383
83 H 3.986 2.448 3.951
84 H -5.031 -0.778 3.333
85 C 0.459 0.139 2.431
86 F 4.755 7.199 0.698

***

# 4
C26H33BrCaN3O9P | the ωB97M-V functional and the def2-TZVPD basis

As for the total charge: -2. The energy relative to the best compared isomer or geometry (same formula, charge and spin) comes out at 0.6454 eV. The LUMO energy is 3.6149 eV. As for the total energy: -5445.05505 Eh.

Positions of all 74 atoms, in Å:
1 C -1.942 3.893 -0.546
2 Br -3.136 6.625 2.339
3 O 4.869 0.911 -2.927
4 C 0.885 -2.908 0.104
5 C -3.099 5.167 1.106
6 H -0.757 -4.471 1.329
7 C 1.476 -0.172 -3.594
8 H 1.240 0.844 3.908
9 C -4.216 4.354 0.994
10 H 3.244 0.570 0.787
11 C -1.957 4.948 0.359
12 O 0.787 0.394 -2.717
13 C 1.636 -1.775 -5.461
14 C 2.425 -0.160 0.815
15 C 0.271 -2.576 1.473
16 H -1.091 5.586 0.482
17 C 1.335 0.337 1.775
18 O -2.182 1.953 -2.598
19 H -2.438 1.326 3.749
20 H -1.852 -0.675 5.023
21 H 2.854 -1.111 1.123
22 H 2.151 -0.633 3.573
23 H -3.014 -0.547 1.428
24 H 1.962 2.290 1.064
25 Ca -1.401 -0.172 -2.058
26 H 0.537 2.368 2.101
27 O -0.909 -2.016 -3.236
28 P -0.252 -0.713 1.433
29 C -0.576 -1.490 -4.353
30 C -3.047 3.061 -0.675
31 O 3.229 -2.998 -7.330
32 H -1.738 -3.077 0.833
33 H 1.347 -4.125 2.526
34 C 1.228 -3.034 2.584
35 N -0.893 -0.312 0.123
36 C -2.976 1.866 -1.619
37 H 1.160 -2.472 -6.136
38 N 3.785 -2.181 -6.601
39 H 2.221 -2.599 2.477
40 H -1.748 1.593 2.131
41 H 1.909 -2.563 0.004
42 C -1.122 -1.028 4.281
43 H 0.290 -2.464 -0.698
44 C -1.004 -3.427 1.563
45 O 4.986 -1.932 -6.718
46 C 1.913 0.363 3.197
47 C 3.023 -1.518 -5.596
48 C -1.579 1.110 3.100
49 H 0.853 -2.796 3.579
50 C 0.905 -1.159 -4.501
51 H 2.846 0.943 3.189
52 H -5.008 2.601 0.022
53 C -4.174 3.289 0.107
54 H 0.384 1.750 0.442
55 H -0.703 1.547 3.571
56 H -5.092 4.544 1.600
57 C -2.853 -0.866 2.462
58 C -1.456 -0.410 2.917
59 H 2.019 -0.247 -0.198
60 N 3.634 1.006 -2.980
61 C 1.025 1.780 1.327
62 O -1.336 -1.192 -5.293
63 H -0.130 -0.742 4.635
64 H 0.894 -3.998 -0.033
65 H -1.448 -3.416 2.554
66 H 4.696 -0.413 -4.846
67 H -1.070 3.693 -1.156
68 C 3.644 -0.613 -4.755
69 O -3.627 0.835 -1.318
70 C 2.902 0.060 -3.797
71 H -3.614 -0.404 3.107
72 H -1.176 -2.116 4.270
73 O 3.038 1.860 -2.352
74 H -2.986 -1.945 2.525

***

# 5
C26H33N3O4S | the ωB97M-V functional and the def2-TZVPD basis

As for the total charge: 0. The energy relative to the best compared isomer or geometry (same formula, charge and spin) comes out at 0.9160 eV. The LUMO energy is 0.4530 eV. As for the total energy: -1874.01526 Eh. As for the SMILES: Cc1ccc(S(=O)(=O)N2CCN(C(=O)C3CCN(C(=O)c4ccccc4C)CC3)CC2)cc1C.

Positions of all 67 atoms, in Å:
1 O 6.212 -0.485 0.308
2 C 1.087 0.978 0.335
3 H 1.166 -2.636 2.585
4 C -5.177 -0.071 2.014
5 H 2.934 0.507 1.889
6 H -6.671 -2.038 0.879
7 N 4.789 1.470 -0.254
8 C -4.838 0.077 -1.753
9 C 2.689 2.725 -0.521
10 C 3.799 -1.124 -0.519
11 H -4.162 -0.299 2.340
12 C 0.125 1.272 -0.813
13 C -1.892 0.020 0.107
14 H -0.232 -3.594 -1.032
15 O 5.619 -0.023 -2.052
16 C -6.299 -1.736 -1.204
17 H -5.874 -0.643 2.622
18 C 1.866 -2.133 -1.464
19 C 2.984 -1.330 -1.611
20 C 3.973 2.205 -1.192
21 H 2.829 2.211 2.366
22 H 4.215 -1.559 1.513
23 H 2.883 -2.914 2.897
24 C 2.393 -2.500 0.860
25 H -1.116 2.118 1.531
26 C -5.345 -0.395 0.561
27 H 1.229 -2.317 -2.318
28 N 2.197 1.751 0.423
29 H -2.250 3.266 0.761
30 C 2.074 -3.093 2.194
31 C 0.312 -3.536 -0.093
32 H -1.371 -0.241 1.033
33 H -5.765 -1.191 -3.205
34 H 5.230 1.118 1.701
35 H -1.213 2.844 -1.436
36 C 3.097 1.531 1.548
37 C -5.644 -0.973 -2.155
38 H 0.562 -4.547 0.225
39 H -5.349 0.991 2.183
40 C -0.658 2.568 -0.536
41 H 1.906 -4.165 2.116
42 O -4.331 2.663 0.091
43 H -0.340 -3.101 0.664
44 C -3.852 1.546 0.005
45 H 0.707 1.380 -1.734
46 H 2.912 3.646 0.031
47 H 4.545 3.052 -1.592
48 H -0.316 -0.820 -1.084
49 H -1.390 0.281 -1.968
50 C -4.678 0.362 -0.404
51 H 0.012 3.390 -0.282
52 S 5.246 -0.083 -0.670
53 H -2.627 -0.753 -0.124
54 H 1.951 2.958 -1.283
55 O 0.862 0.121 1.173
56 C -6.150 -1.444 0.141
57 C -1.651 2.365 0.608
58 C 1.549 -2.707 -0.239
59 H -6.932 -2.555 -1.509
60 H 4.849 2.805 1.315
61 N -2.557 1.286 0.290
62 C 4.560 1.764 1.134
63 H -4.331 0.687 -2.488
64 H 3.742 1.534 -2.021
65 C -0.865 0.118 -1.024
66 H 3.245 -0.889 -2.560
67 C 3.524 -1.714 0.698

***

# 6
C26H34As2N4O2PdS | the ωB97M-V functional and the def2-TZVPD basis

As for the total charge: 0. The energy relative to the best compared isomer or geometry (same formula, charge and spin) comes out at 0.4172 eV. The LUMO energy is 0.3054 eV. As for the total energy: -6378.21945 Eh.

Positions of all 70 atoms, in Å:
1 H 0.279 1.920 -4.997
2 H -1.281 3.408 1.248
3 C 5.225 -0.789 0.959
4 O 0.701 -2.026 3.341
5 C -1.477 -0.201 -4.943
6 C -2.485 -0.945 -1.052
7 As -0.925 -1.937 -0.419
8 H -1.929 -1.074 -4.469
9 As -1.018 1.547 -0.433
10 C -3.584 -1.660 -1.521
11 H 1.742 1.008 -5.378
12 C 0.599 -0.208 -2.177
13 H 2.054 -1.303 5.317
14 N 3.022 -0.227 0.326
15 H -3.709 2.177 -1.550
16 H -0.963 -3.693 1.379
17 C 0.675 1.665 4.476
18 C -3.662 1.094 -1.539
19 N 3.502 -0.700 2.617
20 H 0.178 -2.394 -5.048
21 C -2.523 0.453 -1.060
22 H -1.662 -3.924 -1.845
23 H -2.595 -3.456 0.690
24 H 4.536 -0.358 -1.050
25 C -1.892 2.539 0.999
26 C 1.022 0.323 4.401
27 H -0.571 -2.811 -2.728
28 H 1.687 -1.541 -5.392
29 H -3.569 -2.744 -1.515
30 C -4.747 0.375 -2.017
31 S 0.464 -0.639 3.043
32 C 0.656 1.011 -5.468
33 C 4.283 -0.454 0.000
34 H 0.067 2.106 3.697
35 H 2.798 0.045 7.261
36 H -1.891 0.687 -4.463
37 H 0.394 1.036 -6.528
38 C -0.974 2.889 -1.846
39 C 0.392 -0.247 -3.369
40 Pd 0.839 -0.215 -0.256
41 C 1.871 1.854 6.560
42 N 1.336 -0.142 1.768
43 H 0.086 -3.946 -1.533
44 C 1.099 2.428 5.546
45 O -0.887 -0.227 2.734
46 H -1.977 1.890 1.869
47 H -1.760 -0.191 -5.999
48 H 2.277 3.603 7.530
49 H 5.449 -1.152 3.066
50 H -2.878 2.871 0.677
51 H 0.348 -1.480 -6.553
52 H -5.618 0.896 -2.393
53 H -1.921 -2.286 1.868
54 H -0.792 2.366 -2.782
55 C 2.207 0.501 6.475
56 C 0.602 -1.491 -5.490
57 C 0.053 -0.233 -4.804
58 H -5.549 -1.586 -2.374
59 C -1.692 -2.958 1.045
60 H -0.144 3.566 -1.653
61 C 4.767 -0.893 2.263
62 H 3.041 2.258 8.181
63 C -4.708 -1.011 -2.007
64 C 2.669 -0.377 1.631
65 N 2.252 2.606 7.663
66 H 6.259 -0.964 0.703
67 H -1.899 3.461 -1.906
68 C 1.788 -0.259 5.399
69 C -0.763 -3.312 -1.782
70 H 0.822 3.473 5.610